1.
Density functional theory data (ωB97M-V/def2-TZVPD) for a molecular structure, C21H30F5NOP2STi in a non-equilibrium geometry.

Output
- DFT total energy: -91913.8300 eV
- Charge: 0
- Kohn-Sham gap: 5.24 eV
- Highest occupied orbital energy: -6.22 eV

XYZ file:
```
62
Properties=species:S:1:pos:R:3:lowdin_charge:R:1
Ti 0.830 0.584 -0.346 0.73
P 1.863 2.929 -0.571 0.77
P 0.916 -1.904 0.251 0.73
N 0.784 0.363 -2.082 -0.13
H -2.583 1.292 3.241 -0.10
C 2.406 3.962 0.818 -0.26
H 2.306 5.027 0.571 0.06
H 3.452 3.732 1.050 0.05
H 1.789 3.735 1.697 0.04
C 0.496 3.931 -1.264 -0.24
H 0.827 4.975 -1.354 0.05
H -0.379 3.879 -0.605 0.02
H 0.215 3.544 -2.252 0.06
C 3.151 3.152 -1.847 -0.26
H 3.286 4.222 -2.063 0.06
H 2.859 2.627 -2.765 0.04
H 4.093 2.723 -1.481 0.05
C 1.770 -2.623 1.676 -0.27
H 1.865 -3.711 1.560 0.06
H 1.226 -2.404 2.601 0.03
H 2.770 -2.173 1.723 0.03
C -0.814 -2.296 0.390 -0.35
H -1.025 -3.190 -0.208 0.04
H -1.445 -1.469 0.042 0.01
H -1.272 -2.576 1.618 -0.03
C 1.503 -2.913 -1.164 -0.26
H 0.847 -3.788 -1.273 0.05
H 2.537 -3.229 -0.972 0.04
H 1.476 -2.315 -2.084 0.01
C 1.289 0.157 -3.310 -0.42
C 3.206 -0.379 -4.752 -0.10
C 2.679 -0.154 -3.484 -0.07
C 0.480 0.248 -4.481 -0.03
C 1.027 0.024 -5.738 -0.10
C 2.388 -0.288 -5.886 -0.10
H 4.262 -0.626 -4.855 0.10
H 3.308 -0.208 -2.586 0.11
H -0.574 0.497 -4.334 0.11
H 0.387 0.092 -6.617 0.10
H 2.808 -0.460 -6.879 0.10
C -1.709 1.441 1.507 -0.94
O -0.688 1.053 0.558 -0.41
C -1.580 2.923 1.829 -0.11
H -1.851 3.521 0.953 0.07
H -0.546 3.149 2.117 0.07
H -2.250 3.204 2.650 0.08
C -3.065 1.092 0.924 -0.08
H -3.874 1.303 1.635 0.09
H -3.078 0.030 0.659 0.07
H -3.238 1.683 0.013 0.09
F -4.616 -3.747 5.697 0.10
C -3.776 -3.454 4.686 -0.14
C -4.267 -3.240 3.401 -0.14
F -5.590 -3.302 3.160 0.09
C -3.371 -2.932 2.367 -0.20
F -3.911 -2.664 1.141 0.05
C -2.009 -2.840 2.562 -0.02
S -1.480 0.523 3.072 0.86
C -1.555 -3.025 3.851 -0.22
F -0.231 -2.845 4.157 0.03
C -2.407 -3.343 4.917 -0.14
F -1.918 -3.521 6.160 0.09
```


2.
Density functional theory data (ωB97M-V/def2-TZVPD) for a molecular structure, C21H30HgN4O4S2.

Output
- DFT total energy: -62255.7831 eV
- Charge: -1
- <S²>: 0.7553
- Multiplicity: 2
- Kohn-Sham gap (spin up / spin down): 6.58 / 6.58 eV
- Highest occupied orbital energy (spin up / spin down): -4.29 / -4.29 eV

XYZ file:
```
62
Properties=species:S:1:pos:R:3:mulliken_spin:R:1
Hg 0.037 -1.362 -0.192 0.00
C -6.108 -1.842 1.039 0.00
C -5.339 -0.530 1.125 0.00
N -4.219 -0.615 2.028 0.00
C -2.902 -0.368 1.732 0.00
S -2.430 -0.254 0.081 0.01
N -2.173 -0.146 2.802 0.00
N -0.824 -0.189 2.640 0.00
C -0.154 0.574 3.423 0.00
C -0.808 1.599 4.306 0.00
C 1.308 0.324 3.524 0.00
C 2.195 1.311 3.972 0.00
C 3.529 0.999 4.159 0.00
C 3.962 -0.291 3.897 0.00
C 3.020 -1.198 3.430 0.00
N 1.740 -0.914 3.248 0.00
H -6.923 -1.767 0.316 0.00
H -6.538 -2.116 2.005 0.00
H -5.436 -2.642 0.726 0.00
H -6.012 0.279 1.438 0.00
H -4.946 -0.268 0.145 0.00
H -4.400 -0.625 3.020 0.00
H -1.689 1.996 3.807 0.00
H -0.140 2.420 4.562 0.00
H -1.149 1.140 5.240 0.00
H 1.846 2.315 4.166 0.00
H 4.221 1.755 4.511 0.00
H 4.992 -0.590 4.044 0.00
H 3.310 -2.219 3.202 0.00
O 0.490 0.967 -0.726 0.53
O 0.384 1.395 -1.931 0.44
C 0.420 -3.402 0.154 -0.01
H 0.113 -3.673 1.160 0.00
H 1.476 -3.621 0.004 0.00
H -0.172 -3.937 -0.588 0.00
C 1.585 0.198 -3.692 0.00
C 0.185 0.183 -3.090 0.00
O -0.172 -0.918 -2.557 0.00
C -0.890 0.860 -3.933 0.02
C -2.170 0.986 -3.396 -0.02
C -3.204 1.510 -4.151 0.00
C -2.981 1.910 -5.465 0.00
C -1.711 1.794 -6.005 0.00
C -0.670 1.278 -5.238 0.00
H 2.263 -0.253 -2.968 0.00
H 1.931 1.199 -3.959 0.01
H 1.576 -0.432 -4.584 0.00
H -2.347 0.658 -2.380 0.00
H -4.192 1.599 -3.715 0.00
H -3.794 2.307 -6.062 0.00
H -1.523 2.104 -7.027 0.00
H 0.319 1.202 -5.672 0.00
C 5.716 -0.690 -0.267 0.00
S 3.944 -0.913 -0.060 0.00
C 3.533 0.833 0.001 0.01
O 3.441 -1.437 -1.356 0.00
H 5.889 -0.078 -1.152 0.00
H 6.146 -1.680 -0.408 0.00
H 6.137 -0.223 0.624 0.00
H 3.851 1.238 0.962 0.00
H 2.449 0.903 -0.088 0.01
H 4.009 1.354 -0.831 0.00
```


3.
Density functional theory data (ωB97M-V/def2-TZVPD) for C21H30N2O3S2 in the gas phase in a non-equilibrium geometry.

Output
- DFT total energy: -53057.7280 eV
- Charge: 0
- Kohn-Sham gap: 8.39 eV
- Highest occupied orbital energy: -7.94 eV

XYZ file:
```
58
Properties=species:S:1:pos:R:3:lowdin_charge:R:1
C 2.383 -3.426 -0.173 -0.10
C 3.173 -2.123 -0.227 -0.26
C 2.901 -1.213 0.972 -0.28
C 1.448 -0.763 1.009 -0.48
H 1.132 -0.413 0.029 0.05
H 0.799 -1.577 1.328 0.05
S 1.168 0.598 2.201 0.89
C 0.499 1.948 1.164 -0.47
C 1.572 2.876 0.612 -0.23
H 1.105 3.826 0.336 0.11
C 2.295 2.318 -0.612 -0.17
N 1.457 2.332 -1.790 0.07
C 1.139 1.242 -2.501 -0.53
O 1.502 0.108 -2.243 0.04
C 0.354 1.553 -3.765 -0.20
H 0.976 2.175 -4.411 0.09
H 0.097 0.636 -4.287 0.08
S -1.208 2.542 -3.534 0.95
O -0.997 3.358 -2.335 -0.53
C -2.363 1.131 -3.113 -0.24
C -1.956 0.195 -2.051 -0.28
C -1.377 -1.046 -2.132 -0.25
O -1.320 -1.548 -0.877 0.12
C -1.857 -0.599 -0.078 -0.29
N -2.243 0.453 -0.739 0.21
C -1.962 -0.805 1.349 -0.16
C -1.664 -2.044 1.912 -0.04
C -1.737 -2.201 3.283 -0.07
C -2.100 -1.137 4.090 -0.04
C -2.413 0.102 3.539 -0.28
C -2.349 0.256 2.165 0.00
H -2.584 1.201 1.701 0.12
C -2.776 1.255 4.422 -0.04
H -1.868 1.719 4.807 0.08
H -3.334 2.007 3.870 0.08
H -3.370 0.924 5.271 0.08
H -2.140 -1.267 5.161 0.11
H -1.503 -3.158 3.726 0.11
H -1.383 -2.870 1.275 0.12
C -0.827 -1.856 -3.245 0.01
H 0.255 -1.723 -3.290 0.08
H -1.033 -2.909 -3.068 0.09
H -1.270 -1.555 -4.192 0.08
H -2.506 0.623 -4.066 0.09
H -3.281 1.637 -2.814 0.10
H 0.909 3.171 -1.946 0.11
H 2.623 1.292 -0.446 0.10
H 3.179 2.934 -0.819 0.12
H 2.305 3.074 1.396 0.10
H -0.107 1.510 0.374 0.06
H -0.157 2.499 1.837 0.07
H 3.550 -0.336 0.908 0.09
H 3.143 -1.731 1.902 0.11
H 4.242 -2.352 -0.254 0.10
H 2.919 -1.586 -1.142 0.09
H 2.689 -4.086 -0.982 0.07
H 2.552 -3.939 0.771 0.07
H 1.318 -3.234 -0.278 0.06
```